Record 1
ORCA calculation (ωB97M-V with the def2-TZVPD basis set) on 2 unconnected molecules or ions with the total composition C2H3ClN3O4P at a distorted geometry.

As for the relative energy (zero: lowest compared OMol25 entry of this formula, charge and spin): 77.8 kJ/mol. The HOMO-LUMO gap is 7.229 eV. For the LUMO energy, the calculation gives 5.035 eV. The value obtained for the HOMO energy is -2.19 eV.

The geometry in ORCA input format:
```
! RIJCOSX wB97M-V def2-TZVPD def2/J DEFGRID3
* xyz -2 1
C -0.432 -0.269 -1.470
C -0.885 0.597 -0.421
N 0.919 -0.043 -1.585
N 0.139 1.356 0.032
N 1.404 0.731 -0.757
O -0.679 1.587 3.605
O -0.939 -0.412 1.934
O 1.377 0.351 2.686
O 0.022 1.903 1.237
P -0.178 0.723 2.514
Cl 0.337 -7.507 -8.125
H -0.891 -1.032 -2.151
H -2.000 0.789 -0.223
H 1.806 1.226 2.725
*
```

Record 2
ORCA calculation (ωB97M-V with the def2-TZVPD basis set) on a gas-phase ion, C2H3ClN3S (charge +1) at a distorted geometry.

As for the relative energy (zero: lowest compared OMol25 entry of this formula, charge and spin): 0.0 kJ/mol. The HOMO-LUMO gap is 10.476 eV. For the LUMO energy, the calculation gives -5.698 eV. The value obtained for the HOMO energy is -16.17 eV.

The geometry in ORCA input format:
```
! RIJCOSX wB97M-V def2-TZVPD def2/J DEFGRID3
* xyz 1 1
C 1.126 0.619 -0.075
C -1.373 0.189 0.063
N 0.342 -1.476 -0.040
N 1.568 -1.717 0.008
N 0.064 -0.209 -0.021
S 2.530 -0.401 0.001
Cl 0.835 2.284 -0.180
H -1.853 -0.664 0.549
H -1.403 0.984 0.678
H -1.835 0.391 -0.984
*
```

Record 3
ORCA calculation (ωB97M-V with the def2-TZVPD basis set) on a gas-phase ion, C2H3ClNO3 (charge -1) at a distorted geometry.

As for the relative energy (zero: lowest compared OMol25 entry of this formula, charge and spin): 138.5 kJ/mol. Its structure (SMILES) is CON(Cl)C(=O)[O-]. The HOMO-LUMO gap is 8.737 eV. For the LUMO energy, the calculation gives 3.802 eV. The value obtained for the HOMO energy is -4.94 eV.

The geometry in ORCA input format:
```
! RIJCOSX wB97M-V def2-TZVPD def2/J DEFGRID3
* xyz -1 1
C 1.017 -0.260 -0.768
O 0.646 0.992 -0.237
N -0.278 0.945 0.657
Cl 0.676 0.315 2.351
C -1.463 0.043 0.357
O -1.852 0.267 -0.794
O -1.874 -0.651 1.245
H 2.078 -0.175 -1.286
H 0.050 -0.333 -1.376
H 0.999 -1.144 -0.149
*
```

Record 4
ORCA calculation (ωB97M-V with the def2-TZVPD basis set) on 2 unconnected molecules or ions with the total composition C2H3ClO2 at a distorted geometry.

As for the relative energy (zero: lowest compared OMol25 entry of this formula, charge and spin): 171.0 kJ/mol. Its structure (SMILES) is O=CCl.C=O. The HOMO-LUMO gap is 10.967 eV. For the LUMO energy, the calculation gives 0.305 eV. The value obtained for the HOMO energy is -10.66 eV.

The geometry in ORCA input format:
```
! RIJCOSX wB97M-V def2-TZVPD def2/J DEFGRID3
* xyz 0 1
O -1.257 0.666 -1.402
C -1.776 -0.227 -0.862
Cl -1.754 -1.876 -1.686
H -2.534 -0.233 0.003
C 0.935 -0.410 0.287
O -0.158 -0.453 0.736
H 1.908 -0.162 0.688
H 1.207 -0.904 -0.793
*
```